# 1
Below is C49H135N15O23V as an isolated structure, with properties calculated with the ωB97M-V functional and the def2-TZVPD basis.

Structure (XYZ):
```
223
Properties=species:S:1:pos:R:3:lowdin_charge:R:1
O 3.066 -3.669 1.940 -0.303
V 1.787 -3.856 0.891 1.092
C -1.787 -5.950 0.161 -0.099
C -1.353 -4.628 -0.371 -0.466
O 0.024 -4.422 -0.394 -0.348
H -1.263 -6.681 -0.455 0.057
H -2.873 -6.035 0.202 0.069
H -1.399 -6.020 1.178 0.076
H -1.950 -3.834 0.078 0.075
H -1.742 -4.637 -1.390 0.087
C -0.309 -0.890 0.050 -0.087
C 1.114 -0.536 0.197 -0.403
O 1.969 -1.650 0.307 -0.362
H -0.862 0.047 -0.017 0.069
H -0.689 -1.417 0.925 0.051
H -0.552 -1.508 -0.814 0.060
H 1.385 0.157 0.993 0.093
H 1.396 0.068 -0.666 0.081
C 1.929 -7.077 0.918 -0.691
O 1.877 -6.002 1.476 -0.018
N 2.902 -7.940 1.173 0.192
N 1.092 -7.360 -0.053 0.201
H 3.537 -7.838 1.951 0.128
H 2.742 -8.897 0.891 0.108
H 1.060 -8.296 -0.432 0.119
H 0.445 -6.669 -0.403 0.066
C -0.364 4.360 5.171 -0.785
O -0.867 5.485 5.120 0.008
N 0.627 3.886 4.507 0.195
N -0.829 3.420 5.923 0.156
H 1.209 4.379 3.844 0.092
H 0.707 2.890 4.656 0.078
H -0.315 2.551 5.945 0.044
H -1.610 3.546 6.550 0.124
C 6.108 -0.883 -0.533 -0.810
O 7.196 -0.433 -0.365 0.059
N 5.046 -0.469 0.156 0.192
N 5.774 -1.810 -1.377 0.174
H 4.168 -0.962 0.080 0.075
H 5.218 0.151 0.935 0.070
H 4.794 -1.855 -1.617 0.069
H 6.380 -1.975 -2.167 0.116
C 3.201 -3.754 -1.962 -0.798
O 3.176 -4.264 -0.869 0.017
N 2.605 -2.689 -2.294 0.220
N 3.821 -4.248 -2.988 0.208
H 2.833 -2.168 -3.129 0.077
H 2.300 -2.186 -1.473 0.077
H 3.825 -3.741 -3.862 0.104
H 4.359 -5.048 -2.688 0.131
C -0.431 -3.372 3.400 -0.715
O 0.462 -3.508 2.624 0.020
N -1.705 -3.135 3.057 0.205
N -0.195 -3.243 4.669 0.194
H -2.428 -2.974 3.744 0.111
H -1.933 -3.303 2.088 0.079
H -0.984 -3.067 5.274 0.123
H 0.768 -3.345 4.955 0.134
C 4.695 -0.509 -4.582 -0.060
C 3.878 -1.361 -5.531 -0.274
O 2.593 -1.530 -4.908 -0.137
H 4.260 0.457 -4.326 0.078
H 5.688 -0.297 -4.979 0.082
H 4.891 -0.931 -3.596 0.043
H 4.256 -2.383 -5.572 0.096
H 3.715 -1.023 -6.554 0.115
H 2.085 -2.278 -5.229 0.023
C -2.312 3.854 0.650 -0.070
C -3.811 3.504 0.563 -0.306
O -4.517 4.495 1.289 -0.083
H -1.730 3.058 0.185 0.053
H -2.069 3.802 1.711 0.070
H -2.110 4.810 0.167 0.084
H -4.083 2.606 1.118 0.101
H -4.087 3.396 -0.485 0.086
H -5.458 4.525 1.099 0.073
C -0.984 0.612 3.955 -0.055
C 0.401 0.339 4.642 -0.275
O 0.629 1.105 5.785 -0.105
H -1.792 0.482 4.674 0.067
H -1.128 -0.085 3.129 0.052
H -1.233 1.590 3.544 0.062
H 1.188 0.451 3.897 0.097
H 0.451 -0.705 4.952 0.089
H 0.208 0.705 6.549 0.110
C 1.062 3.784 1.051 -0.072
C 2.612 3.764 1.252 -0.282
O 2.910 4.499 2.433 -0.081
H 0.701 4.771 0.759 0.081
H 0.576 3.489 1.981 0.048
H 0.747 3.131 0.238 0.046
H 3.041 4.188 0.344 0.090
H 2.879 2.715 1.379 0.095
H 3.844 4.697 2.332 0.083
C 3.995 1.314 4.044 -0.078
C 5.346 0.936 3.490 -0.267
O 5.557 1.700 2.262 -0.088
H 3.311 0.909 3.298 0.063
H 3.789 2.383 3.982 0.069
H 3.715 0.951 5.033 0.072
H 5.416 -0.142 3.342 0.103
H 6.051 1.207 4.275 0.101
H 5.219 2.597 2.320 0.062
C -5.936 -4.522 0.624 -0.044
O -6.025 -3.184 1.209 -0.178
C -4.837 -2.653 1.560 -0.305
C -4.923 -1.290 2.324 -0.157
N -5.748 -1.449 3.578 -0.053
C -6.242 -0.116 3.968 -0.208
C -6.951 -0.152 5.398 -0.159
O -7.841 0.974 5.635 -0.209
C -9.103 0.899 4.996 -0.115
H -6.911 -4.959 0.403 0.089
H -5.336 -5.142 1.290 0.085
H -5.481 -4.434 -0.363 0.075
H -4.215 -2.388 0.705 0.095
H -4.211 -3.427 2.004 0.096
H -5.351 -0.548 1.651 0.104
H -3.896 -0.963 2.487 0.103
H -6.623 -1.886 3.326 0.093
H -6.926 0.316 3.238 0.099
H -5.357 0.520 3.995 0.110
H -6.184 0.069 6.139 0.114
H -7.420 -1.125 5.549 0.111
H -8.876 0.811 3.934 0.071
H -9.729 1.769 5.196 0.087
H -9.703 0.062 5.352 0.082
C -4.964 -1.306 -1.751 -0.122
O -3.609 -1.189 -2.095 -0.213
C -3.149 -1.968 -3.223 -0.177
C -1.690 -1.633 -3.588 -0.190
N -1.172 -2.051 -4.890 -0.029
C -0.776 -3.462 -4.875 -0.213
C -0.076 -3.819 -6.135 -0.192
O 1.295 -3.316 -6.322 -0.237
C 1.915 -3.979 -7.453 -0.066
H -5.122 -2.246 -1.222 0.064
H -5.585 -1.245 -2.645 0.091
H -5.197 -0.475 -1.085 0.086
H -3.813 -1.727 -4.054 0.117
H -3.223 -3.028 -2.982 0.111
H -1.156 -2.173 -2.806 0.091
H -1.465 -0.571 -3.484 0.115
H -0.447 -1.397 -5.151 0.108
H -1.618 -4.153 -4.897 0.124
H -0.232 -3.798 -3.992 0.123
H -0.644 -3.552 -7.027 0.128
H -0.057 -4.908 -6.114 0.119
H 2.806 -3.383 -7.648 0.084
H 1.237 -3.916 -8.305 0.089
H 2.205 -5.014 -7.275 0.090
C -4.373 7.574 -6.549 -0.138
O -4.236 6.291 -7.135 -0.218
C -5.204 5.242 -6.574 -0.144
C -5.042 5.042 -5.104 -0.216
N -5.869 5.923 -4.214 -0.021
C -5.667 5.420 -2.818 -0.203
C -6.195 4.038 -2.509 -0.181
O -5.054 3.124 -2.726 -0.235
C -5.486 1.810 -2.967 -0.136
H -5.407 7.918 -6.535 0.081
H -3.769 8.215 -7.191 0.091
H -4.033 7.545 -5.514 0.071
H -5.031 4.343 -7.166 0.117
H -6.190 5.608 -6.859 0.114
H -3.969 5.194 -4.989 0.119
H -5.175 3.970 -4.957 0.107
H -5.730 6.916 -4.333 0.083
H -6.255 6.042 -2.143 0.116
H -4.627 5.386 -2.495 0.116
H -7.064 3.879 -3.148 0.127
H -6.474 3.904 -1.463 0.114
H -4.770 1.007 -2.790 0.054
H -5.671 1.657 -4.030 0.089
H -6.330 1.434 -2.388 0.088
C 3.530 -1.497 7.053 -0.121
O 4.721 -1.629 6.326 -0.200
C 5.823 -1.010 6.976 -0.208
C 7.127 -1.135 6.109 -0.173
N 7.441 -2.588 5.964 -0.055
C 8.245 -2.969 4.772 -0.179
C 7.677 -2.687 3.367 -0.207
O 6.634 -3.634 3.033 -0.179
C 6.118 -3.434 1.717 -0.126
H 2.714 -1.816 6.404 0.075
H 3.290 -0.582 7.594 0.090
H 3.605 -2.290 7.798 0.086
H 6.112 -1.551 7.878 0.120
H 5.592 0.050 7.078 0.118
H 7.993 -0.564 6.443 0.121
H 6.708 -0.846 5.145 0.072
H 6.496 -2.946 5.967 0.084
H 8.505 -4.021 4.659 0.111
H 9.209 -2.464 4.827 0.110
H 8.511 -2.896 2.697 0.116
H 7.341 -1.669 3.170 0.105
H 5.360 -2.651 1.698 0.056
H 5.576 -4.246 1.233 0.076
H 6.850 -3.131 0.968 0.075
C 1.815 7.698 -4.549 -0.099
O 1.887 6.308 -4.274 -0.190
C 2.765 5.858 -3.282 -0.218
C 2.388 4.523 -2.561 -0.191
N 2.226 3.377 -3.437 -0.052
C 1.716 2.168 -2.802 -0.190
C 0.167 2.213 -2.588 -0.169
O -0.503 2.678 -3.800 -0.208
C -1.890 2.926 -3.606 -0.099
H 1.200 8.022 -5.389 0.086
H 2.805 7.892 -4.962 0.079
H 1.679 8.341 -3.679 0.086
H 2.899 6.543 -2.445 0.113
H 3.737 5.814 -3.773 0.119
H 1.437 4.758 -2.083 0.106
H 3.020 4.233 -1.721 0.099
H 1.419 3.605 -4.000 0.086
H 2.330 2.002 -1.917 0.106
H 1.907 1.264 -3.381 0.098
H -0.050 2.993 -1.858 0.087
H -0.253 1.254 -2.285 0.100
H -2.436 2.161 -3.054 0.076
H -2.354 3.056 -4.584 0.086
H -1.964 3.884 -3.093 0.087
```

Results
LUMO level (alpha / beta) ... -0.004 / -0.004 hartree
Gap between HOMO and LUMO (alpha / beta) ... 7.98 / 8.02 eV
Spin multiplicity ... 2
Molecular weight ... 1353.6 g/mol

---

# 2
Below is C49H28Cl4CrN5OS2 as an isolated structure, with properties calculated with the ωB97M-V functional and the def2-TZVPD basis.

Structure (XYZ):
```
90
Properties=species:S:1:pos:R:3:lowdin_charge:R:1
Cr -0.197 -0.071 0.444 0.932
Cl -0.928 6.596 7.190 0.609
C -0.757 5.325 5.993 -0.670
C -0.865 4.005 6.387 -0.113
C -0.731 3.004 5.431 -0.026
C -0.494 3.307 4.094 -0.189
C -0.383 4.650 3.729 -0.010
C -0.518 5.661 4.670 -0.099
C -0.371 2.243 3.056 -0.059
C 0.879 2.130 2.396 -0.253
C 2.013 2.956 2.544 -0.018
C 2.834 2.713 1.444 -0.004
C 2.179 1.740 0.683 -0.301
C 2.351 1.302 -0.746 -0.386
C 3.417 2.002 -1.543 -0.204
C 4.706 1.946 -1.098 -0.126
C 5.796 2.448 -1.837 -0.213
C 5.505 3.041 -3.087 -0.727
Cl 6.861 3.721 -3.996 0.536
C 4.260 3.136 -3.600 -0.125
C 3.055 2.587 -2.887 -0.255
C 2.435 -0.198 -0.884 -0.267
N 1.386 -0.923 -0.464 -0.014
C 1.637 -2.234 -0.789 -0.237
C 0.639 -3.237 -0.718 -0.060
C 1.011 -4.595 -1.205 -0.186
C 0.442 -5.140 -2.353 -0.019
C 0.798 -6.405 -2.806 -0.104
C 1.747 -7.126 -2.107 -0.671
Cl 2.209 -8.720 -2.674 0.611
C 2.346 -6.608 -0.972 -0.108
C 1.975 -5.345 -0.530 -0.020
C -0.658 -3.022 -0.290 -0.226
C -1.707 -4.008 -0.284 -0.011
C -2.827 -3.403 0.177 -0.015
C -2.473 -2.044 0.523 -0.225
N -1.162 -1.826 0.215 0.021
C -3.310 -1.143 1.198 -0.094
C -2.863 0.015 1.847 -0.222
C -3.651 0.847 2.731 -0.020
C -2.815 1.757 3.282 -0.008
C -1.507 1.531 2.726 -0.230
N -1.583 0.485 1.810 0.017
C -4.748 -1.531 1.326 -0.197
C -5.324 -1.841 2.558 -0.033
C -6.653 -2.231 2.663 -0.111
C -7.418 -2.322 1.513 -0.676
Cl -9.092 -2.828 1.631 0.609
C -6.882 -2.023 0.275 -0.106
C -5.554 -1.623 0.193 -0.017
C 2.914 -2.317 -1.386 -0.005
C 3.424 -1.021 -1.435 0.002
N 1.038 1.351 1.278 -0.027
H -1.049 3.764 7.425 0.098
H -0.814 1.965 5.724 0.123
H -0.201 4.890 2.688 0.132
H -0.444 6.701 4.381 0.102
H 2.172 3.679 3.330 0.101
H 3.759 3.203 1.186 0.105
H 4.904 1.470 -0.141 0.110
H 6.812 2.387 -1.473 0.044
H 4.111 3.657 -4.536 0.069
H 2.332 3.401 -2.741 0.084
H -0.284 -4.555 -2.904 0.131
H 0.354 -6.820 -3.701 0.101
H 3.092 -7.185 -0.442 0.099
H 2.438 -4.921 0.351 0.125
H -1.604 -5.036 -0.594 0.106
H -3.799 -3.849 0.314 0.103
H -4.710 0.745 2.910 0.099
H -3.067 2.531 3.991 0.109
H -4.709 -1.784 3.449 0.122
H -7.087 -2.478 3.623 0.098
H -7.496 -2.095 -0.613 0.101
H -5.124 -1.380 -0.772 0.131
H 3.367 -3.213 -1.784 0.102
H 4.357 -0.695 -1.867 0.109
O -1.218 0.386 -3.124 -0.167
N -0.155 0.767 -3.757 -0.305
C -0.154 0.770 -5.105 -0.099
C 0.846 1.541 -5.765 -0.133
C 1.944 2.006 -5.141 -0.070
C 2.257 1.532 -3.743 -0.237
C 0.934 1.204 -3.066 -0.388
S 0.598 1.635 -1.424 0.668
H -1.054 0.395 -5.561 0.093
H 0.666 1.803 -6.804 0.085
H 2.627 2.667 -5.657 0.080
H 2.914 0.644 -3.779 0.139
S 0.100 3.552 -1.189 0.178
```

Results
LUMO level (alpha / beta) ... 0.107 / 0.118 hartree
Gap between HOMO and LUMO (alpha / beta) ... 3.04 / 3.34 eV
Net charge ... -2
Spin multiplicity ... 2
Molecular weight ... 960.7 g/mol

---

# 3
Below is C49H32CrF15GeN3SSi as an isolated structure, with properties calculated with the ωB97M-V functional and the def2-TZVPD basis.

Structure (XYZ):
```
103
Properties=species:S:1:pos:R:3:lowdin_charge:R:1
Cr -0.118 0.269 -0.117 0.583
C -0.080 -0.029 1.923 -0.262
Si 1.625 0.273 2.577 0.633
C 2.623 -0.494 1.152 -0.188
N 1.988 -0.150 -0.153 -0.267
C 2.306 1.278 -0.490 -0.201
C 3.194 1.426 -1.718 -0.155
C 4.384 0.480 -1.597 -0.160
C 3.916 -0.985 -1.547 -0.144
C 2.426 -1.078 -1.229 -0.194
C 2.040 -0.625 4.159 -0.240
C 2.508 0.049 5.287 -0.085
C 2.799 -0.635 6.459 -0.075
C 2.626 -2.008 6.521 -0.077
C 2.161 -2.699 5.410 -0.081
C 1.871 -2.011 4.245 -0.105
C 1.956 2.109 2.783 -0.269
C 0.898 2.969 3.085 -0.101
C 1.107 4.327 3.290 -0.078
C 2.388 4.850 3.198 -0.074
C 3.457 4.013 2.911 -0.070
C 3.239 2.659 2.710 -0.108
H -0.865 0.529 2.436 0.020
H -0.299 -1.091 2.089 0.023
H 2.562 -1.579 1.273 0.098
H 3.687 -0.242 1.128 0.098
H 2.777 1.731 0.378 0.098
H 1.369 1.843 -0.670 0.073
H 3.525 2.465 -1.770 0.131
H 2.617 1.229 -2.622 0.083
H 4.936 0.731 -0.687 0.111
H 5.079 0.633 -2.423 0.113
H 4.508 -1.555 -0.830 0.112
H 4.064 -1.463 -2.518 0.117
H 2.146 -2.085 -0.915 0.124
H 1.832 -0.838 -2.110 0.060
H 2.650 1.122 5.253 0.098
H 3.161 -0.096 7.323 0.107
H 2.853 -2.543 7.434 0.107
H 2.025 -3.771 5.457 0.105
H 1.503 -2.569 3.389 0.095
H -0.108 2.577 3.175 0.094
H 0.274 4.973 3.533 0.106
H 2.555 5.907 3.357 0.108
H 4.459 4.415 2.852 0.109
H 4.091 2.020 2.502 0.110
C -2.733 -3.169 -0.440 0.002
C -1.588 -2.380 -0.280 -0.077
N -1.649 -1.066 -0.192 -0.001
C -2.861 -0.460 -0.218 -0.141
C -4.054 -1.165 -0.378 -0.117
C -3.962 -2.563 -0.500 0.036
C -5.292 -0.434 -0.409 0.011
C -5.312 0.909 -0.268 0.010
C -4.095 1.650 -0.083 -0.114
C -4.037 3.046 0.081 0.034
C -2.820 3.658 0.250 -0.002
C -1.654 2.882 0.247 -0.073
N -1.688 1.574 0.096 -0.027
C -2.883 0.960 -0.065 -0.150
H -2.627 -4.240 -0.522 0.122
H -0.603 -2.829 -0.240 0.128
H -4.861 -3.150 -0.633 0.132
H -6.212 -0.986 -0.546 0.126
H -6.248 1.449 -0.291 0.126
H -4.950 3.626 0.073 0.131
H -2.742 4.727 0.377 0.121
H -0.680 3.340 0.368 0.129
F -0.569 1.640 -7.186 0.108
C -1.716 1.245 -6.621 -0.210
C -1.692 0.495 -5.461 -0.139
C -2.917 0.101 -4.952 -0.227
F -2.965 -0.658 -3.841 0.064
C -4.119 0.444 -5.542 -0.137
F -5.276 0.049 -5.013 0.125
C -4.107 1.206 -6.701 -0.126
F -5.248 1.542 -7.286 0.150
C -2.899 1.607 -7.249 -0.132
F -2.882 2.324 -8.367 0.142
Ge -0.082 0.011 -4.467 0.729
S -0.370 0.765 -2.458 0.424
C 1.523 0.873 -5.182 -0.149
C 2.688 0.210 -5.523 -0.215
F 2.751 -1.129 -5.477 0.098
C 3.845 0.878 -5.894 -0.140
F 4.950 0.204 -6.198 0.136
C 3.844 2.263 -5.937 -0.126
F 4.940 2.919 -6.288 0.152
C 2.691 2.962 -5.610 -0.134
F 2.685 4.291 -5.652 0.139
C 1.562 2.257 -5.237 -0.248
F 0.465 2.959 -4.927 0.091
C 0.052 -1.932 -4.717 -0.125
C -0.004 -2.407 -6.016 -0.219
F -0.042 -1.526 -7.029 0.107
C -0.001 -3.754 -6.332 -0.130
F -0.055 -4.161 -7.594 0.146
C 0.063 -4.684 -5.303 -0.124
F 0.065 -5.980 -5.573 0.154
C 0.133 -4.246 -3.990 -0.135
F 0.197 -5.127 -2.991 0.124
C 0.133 -2.886 -3.725 -0.200
F 0.221 -2.521 -2.425 0.036
```

Results
LUMO level (alpha / beta) ... -0.129 / -0.135 hartree
Gap between HOMO and LUMO (alpha / beta) ... 7.52 / 7.48 eV
Net charge ... +1
Spin multiplicity ... 4
Molecular weight ... 1132.5 g/mol